Formula: C36H98F6O33PS13
Source: the OMol25 dataset
Level of theory: the ωB97M-V functional and the def2-TZVPD basis

Each line ends with the Löwdin charge.
Element x y z (Å)
S  -1.16291  5.05357  -1.87029  0.89
C  5.32781  0.16272  4.27588  -0.10
H  0.71012  8.91429  1.37687  0.05
P  -0.10317  -0.30833  -0.09528  0.25
H  -2.03035  3.38614  -6.62326  0.05
O  -5.15178  -2.18328  3.39560  -0.32
H  -3.39267  -0.61100  -3.18002  0.05
H  -3.20035  3.06353  -8.02796  0.05
O  3.19192  2.79431  -4.83448  -0.27
H  -2.38384  -5.56609  -3.21618  0.07
O  5.13595  -5.77133  -1.51336  -0.25
O  7.13501  -4.54215  -0.69030  -0.29
H  -0.25192  3.53916  -0.08375  0.01
H  -2.94345  -6.55642  -1.84150  0.07
O  -3.49638  2.10101  4.85375  -0.32
S  -2.58509  3.18719  5.17895  0.69
H  0.03072  -4.46959  -4.18245  0.08
H  -0.31104  8.53852  0.02075  0.06
C  1.77301  -4.20266  -6.54351  -0.10
H  2.61336  -4.19425  -3.63205  0.09
O  5.61184  -2.40520  6.57732  -0.31
H  0.71308  -4.02408  -6.72453  0.08
H  -2.29711  -2.63104  1.08486  0.05
H  -3.26704  -4.46759  -0.46161  0.10
C  6.44112  -4.04698  -3.32189  -0.10
O  -4.84914  -1.97561  -0.61727  -0.32
C  -3.27811  -3.22804  5.16238  -0.31
H  2.57665  3.24721  1.32345  0.07
C  -2.31399  -5.71776  -2.13905  -0.04
F  -1.70546  -0.12655  0.33142  -0.19
C  -1.20480  3.65790  -0.59954  -0.23
C  4.19837  -4.70172  -1.13055  -0.28
H  3.25958  -2.24829  9.22201  0.06
H  3.49967  2.70579  -2.40243  0.09
H  -3.36029  -1.21307  1.22581  0.03
H  -2.26247  -3.61312  -1.54374  0.07
H  -5.86087  6.33568  3.95256  0.08
H  -1.85811  1.23659  -3.71041  0.10
S  -3.95424  1.63861  -6.14177  0.73
H  2.34909  1.55764  -8.11304  0.06
H  7.41681  -3.56123  -3.33513  0.06
C  -5.07622  6.14945  4.68586  -0.06
C  -3.06262  -1.45399  -2.57295  -0.09
H  5.71628  -0.26856  3.35328  0.07
H  0.66885  3.85056  -2.87589  0.05
C  0.73161  8.63613  0.32318  -0.27
C  2.60838  1.69008  -4.04456  -0.27
H  -0.50199  -3.76468  2.67350  0.04
H  4.42972  1.35125  -3.08399  0.09
H  -0.93953  2.62352  3.56390  0.07
H  -1.33702  1.92541  -5.24929  0.07
H  2.58675  -6.01840  -1.28779  0.09
H  6.02105  0.04449  5.10867  0.07
O  0.96380  2.80438  -6.17683  -0.31
O  -4.19062  -3.93097  -2.21587  -0.28
H  -4.53017  3.93819  -2.62378  0.04
H  -5.75757  0.75519  2.84059  0.09
H  -0.14312  -3.34401  -2.81939  0.07
C  -5.06036  3.09942  -2.17273  -0.10
H  -4.33259  -3.52607  7.07294  0.06
H  2.84653  0.73533  -4.51343  0.11
H  -6.31091  2.75155  1.91443  0.10
C  1.76741  0.31905  6.36892  -0.06
O  -4.39786  2.54013  -5.09700  -0.29
H  1.53247  1.85367  -4.10574  0.09
H  -0.20744  0.01837  -5.95067  0.07
O  3.14881  -3.25461  6.77857  -0.30
H  2.45373  0.66357  1.77585  0.10
H  -5.32928  6.20586  5.74458  0.08
H  -4.39987  1.16546  1.75218  0.08
H  4.01538  2.11404  -7.89230  0.07
C  -0.61954  -0.06508  -4.94503  -0.05
F  0.15037  -0.48775  1.54137  -0.20
H  1.08321  4.94945  0.79053  0.02
C  0.78339  5.98406  0.95720  -0.28
H  -4.00114  4.81771  3.30402  0.12
H  3.36387  -5.88699  0.33698  0.08
H  -0.94938  -1.10143  -4.87245  0.07
C  0.44796  -4.16650  -3.22217  -0.04
O  4.63594  2.61134  5.28608  -0.30
H  -7.51377  1.54217  1.42797  0.13
O  3.68699  -0.84393  6.97669  -0.28
O  4.02888  -3.43366  -5.45124  -0.28
H  4.36662  -0.20157  4.63852  0.04
C  3.34814  1.28225  1.84911  -0.22
H  -1.17824  4.40061  3.68617  0.06
O  3.51647  1.86593  3.15789  -0.30
C  -2.93062  -2.05883  1.76262  -0.09
C  2.32100  -0.60354  7.36929  -0.29
H  4.49703  -3.42144  9.23345  0.07
O  7.34494  -6.41347  -2.41151  -0.34
O  1.67249  -6.03264  2.43360  -0.59
S  4.23458  -2.35078  7.14050  0.66
H  -5.21291  4.07218  4.40373  0.12
C  -3.00080  -4.41454  -1.51726  -0.23
H  -5.25621  -3.33472  5.69116  0.06
O  2.80608  4.42743  -6.70075  -0.31
O  -2.62821  5.23966  -2.30571  -0.58
S  -5.63065  3.50676  -0.44524  0.71
F  0.32688  1.21368  0.08932  -0.13
H  0.47333  -4.93538  -2.44999  0.06
H  1.65433  -1.46589  7.37135  0.12
S  -4.20389  -3.09380  2.70086  0.70
H  0.71590  -2.54683  2.79596  0.03
H  0.31701  0.01550  -4.39325  0.05
C  3.32142  -3.80904  2.86689  -0.22
C  -5.45260  0.88738  1.80251  -0.07
S  1.76739  -4.75608  3.28210  0.85
H  -2.02886  3.65152  0.11389  0.03
C  -1.73119  1.02787  -4.77268  -0.29
H  -5.87059  2.68931  -2.77560  0.07
H  0.72179  -3.67949  1.40503  0.03
O  -2.86702  0.53533  -5.44594  -0.28
C  1.83430  -3.47448  -3.38083  -0.28
C  3.43004  1.70850  -2.83678  -0.07
F  -0.48662  -1.89792  -0.18476  -0.19
H  5.73789  -3.25924  -3.05164  0.05
H  3.97470  -4.13828  -2.03642  0.07
O  -5.75670  -2.07113  -2.95647  -0.30
S  2.36999  3.08308  -6.27392  0.68
S  2.77236  -2.87211  -5.82013  0.67
H  4.17590  3.20398  0.95295  0.08
O  -1.68235  2.95295  6.32570  -0.30
C  3.11856  1.77664  -7.37274  -0.08
H  5.09345  -1.78494  9.42422  0.08
H  4.11429  -4.33721  3.39651  0.05
O  -3.46263  4.58627  5.23979  -0.27
H  -2.23293  3.42721  2.65422  0.05
H  -5.45618  -0.05179  1.24930  0.06
C  4.30910  -2.38306  8.96039  -0.11
C  -6.47568  1.85525  1.31643  -0.26
C  3.31690  2.53306  0.96273  -0.05
O  1.40069  6.80105  -1.42635  -0.61
S  1.79312  7.19075  0.02272  0.86
O  5.84671  2.60040  3.08929  -0.31
O  -4.77432  0.90491  -7.06949  -0.28
H  2.55722  1.04704  6.18356  0.08
C  -2.62631  2.67005  -7.18907  -0.06
H  2.29554  -4.23315  -7.49961  0.06
H  -2.50611  -1.03152  -1.73633  0.03
H  -4.61410  -4.93926  6.15574  0.08
C  2.98444  -5.34451  -0.52896  -0.07
O  -6.19718  2.05448  -0.08513  -0.27
H  3.14690  -2.78451  3.19551  0.04
H  -0.21110  4.56780  -4.09382  0.06
H  3.07801  0.99728  -2.08955  0.07
H  0.77609  0.69103  6.62776  0.09
H  3.21692  0.85504  -6.79910  0.03
H  -2.45736  -1.65472  2.65750  0.06
S  4.93220  1.94544  4.00950  0.66
H  2.32852  -0.15185  8.36127  0.13
H  -2.43718  -2.10202  -3.18694  0.06
O  -6.82243  4.38655  -0.44999  -0.32
H  -1.30885  -5.89996  -1.75878  0.06
O  -3.35135  -3.82976  3.93567  -0.28
H  -2.28333  -3.54171  5.47877  0.12
O  -4.37474  3.83239  0.34335  -0.36
S  6.63933  -5.19742  -1.86454  0.68
H  1.94452  -5.12960  -5.99628  0.07
O  -4.72115  -4.10249  1.82317  -0.29
H  1.22009  9.32812  -0.36285  0.04
H  1.47981  -0.15802  5.43201  0.09
S  -4.62283  -2.32600  -2.05168  0.73
H  1.02861  6.04764  2.01735  0.05
H  2.32567  -4.67829  0.02806  0.06
C  -4.38084  -3.88047  6.04330  -0.06
H  -0.22865  6.36626  0.82372  0.05
F  -0.49662  -0.20015  -1.66573  -0.16
H  -0.86817  3.07855  -3.28797  0.03
O  1.78295  -2.54805  -4.45992  -0.28
H  -1.88932  1.97842  -7.59723  0.05
H  -1.23388  2.64695  -1.00600  0.03
H  -4.31885  2.31447  -2.02400  0.06
H  2.07590  -2.87934  -2.50018  0.12
F  1.42050  -0.68908  -0.55007  -0.17
C  0.55350  -3.57641  2.47702  -0.23
H  -4.45144  7.03496  4.56919  0.07
H  6.23742  -4.52323  -4.28095  0.07
C  -0.36819  4.03785  -3.15436  -0.25
H  -3.32731  -2.14054  5.10737  0.12
H  3.37920  -3.99707  1.79478  0.01
H  4.66605  -4.04653  -0.39563  0.11
H  3.15779  2.08891  -0.01987  0.05
O  2.67242  -1.62399  -6.56809  -0.30
C  -4.43801  4.83205  4.30254  -0.32
H  4.16108  0.57683  1.67698  0.11
C  -1.66950  3.43264  3.58729  -0.09

Forces on atoms 1 to 3 (eV/Å):
S -2.46 -1.39 0.05
C -0.52 1.34 0.34
H 0.52 0.31 -0.06

The value obtained for the total energy is -272936.206 eV. As for the net charge: -1. As for the spin multiplicity: 1.

=====

Formula: C16H28Br4Cl12O2
Source: the OMol25 dataset
Level of theory: the ωB97M-V functional and the def2-TZVPD basis

Each line ends with the Löwdin charge.
Element x y z (Å)
Cl  0.40205  -0.21657  1.83932  0.60
H  2.36865  -0.97544  3.43025  -0.05
C  2.76876  2.11465  0.24540  -0.20
H  -2.58617  2.44161  2.04753  0.13
H  -3.05176  -4.18403  1.01722  0.00
H  -1.37140  5.55833  0.13873  0.11
C  3.32919  -1.44584  3.26575  -1.56
H  -3.48043  -2.69665  -3.45752  0.04
Br  -4.21244  -5.02694  -1.05001  0.60
Cl  1.67065  -0.37000  -4.76784  0.54
C  -0.31221  -0.55587  0.25318  -1.47
Cl  0.73730  -4.38547  2.17965  0.51
C  -2.52352  -2.43262  -3.02462  -0.69
C  -1.51677  4.69635  0.79310  -0.16
H  -3.12292  -6.01237  0.86547  0.04
H  4.40922  4.64383  1.77375  0.11
H  0.51478  1.67430  -5.02680  0.01
H  -0.41150  0.41438  -0.22045  -0.03
H  0.42348  3.96568  1.61510  0.11
H  2.68767  2.50591  2.42533  0.10
Cl  3.37156  -2.00277  1.59569  0.52
H  -5.48791  -4.19989  1.56430  0.05
H  4.83492  3.98927  -0.57129  0.12
Br  -1.78156  -4.96325  -4.05040  0.60
H  1.70584  1.88330  0.33029  0.06
H  -5.41231  -6.03723  1.64153  0.06
C  -4.89396  -5.09110  1.71993  -0.65
Cl  3.42177  -2.76462  4.43295  0.54
Cl  0.81881  1.45934  -2.67328  0.52
Cl  -0.50899  -4.86040  -0.40717  0.54
H  4.24960  2.16683  1.76101  0.08
Cl  2.12815  -5.98536  0.22191  0.57
Br  -2.31074  -0.46072  -3.16120  0.59
H  -2.49367  -2.70016  -1.97780  -0.03
H  -2.68392  1.64971  0.43317  0.10
C  -2.24777  2.46684  1.00601  -0.21
C  1.03181  -4.65234  0.44480  -1.57
C  -3.65212  -5.06919  0.86275  -0.70
H  3.52965  5.10165  -0.69151  0.12
Cl  -1.87270  -1.32621  0.44924  0.58
Br  -4.23300  -4.83129  3.57387  0.59
H  -3.60791  4.21194  0.78071  0.11
H  -1.23889  -2.68029  -4.77835  0.04
H  -0.45033  -2.91115  -3.19996  0.03
C  3.31684  2.70310  1.55569  -0.18
H  1.48308  -3.73707  0.08564  -0.10
O  2.86728  3.17453  -0.72394  -0.18
H  -1.67922  5.13500  1.78219  0.11
Cl  2.72257  2.32051  -4.70068  0.53
C  3.57554  4.16561  1.26734  -0.15
C  3.78908  4.12737  -0.26311  -0.22
C  -0.30110  3.76167  0.82596  -0.19
Cl  0.82054  -1.54468  -0.70420  0.55
C  -1.35939  -3.06655  -3.77368  -0.69
Cl  4.61607  -0.25888  3.55767  0.54
H  0.24120  3.91767  -0.11511  0.12
C  1.30362  1.30005  -4.38984  -1.51
H  2.65994  4.75291  1.35969  0.10
H  -2.82701  3.65021  -0.68016  0.11
C  -2.67755  3.80004  0.39098  -0.16
H  3.34212  1.24702  -0.08348  0.12
O  -0.83260  2.44533  0.95927  -0.20

Forces on atoms 1 to 3 (eV/Å):
Cl -0.12 -0.15 0.09
H 0.09 0.15 -0.09
C -0.39 0.88 -0.02

The value obtained for the total energy is -451579.456 eV. For the energy relative to the best compared isomer or geometry (same formula, charge and spin), the calculation gives 0.000 eV. As for the net charge: 0. As for the spin multiplicity: 1. Its SMILES is ClC(Cl)Cl.ClC(Cl)Cl.ClC(Cl)Cl.ClC(Cl)Cl.C1CCOC1.C1CCOC1.BrCCBr.BrCCBr.

=====

Formula: C39H67BrClI2N4O12S
Source: the OMol25 dataset
Level of theory: the ωB97M-V functional and the def2-TZVPD basis

Each line ends with the Löwdin charge.
Element x y z (Å)
C  -2.07856  0.60101  -1.72477  -0.18
H  5.42515  -3.05612  0.38607  0.09
H  2.68204  3.63269  1.09816  0.07
H  -11.11257  0.85246  3.41814  0.09
C  1.06257  -2.70027  2.65782  -0.15
C  1.85431  3.54688  0.32984  -0.44
O  2.18452  1.05648  4.14475  -0.29
N  -0.60888  -2.93066  4.61007  0.07
H  -8.26575  1.97593  3.50503  0.06
H  0.14020  -5.97776  -7.87786  0.07
H  9.49162  -2.32672  -1.73994  0.13
C  -5.55444  0.78726  -0.79349  -0.20
H  2.34567  -5.55543  -8.85670  0.07
O  5.91513  -1.11406  -3.59794  0.07
C  3.75555  -2.78558  -1.08128  -0.78
H  3.41045  2.40995  5.17963  0.11
H  5.88443  -3.62511  -1.35823  0.08
H  8.36081  -1.23626  0.18081  0.08
C  -7.88641  1.30259  0.46923  -0.17
H  2.13649  4.28777  -0.51136  0.10
H  -2.44497  1.48668  -1.07886  0.12
O  -8.73345  0.25005  1.05551  -0.06
H  2.15782  -2.85099  2.92465  0.09
C  -5.41709  3.92852  4.45805  -0.53
C  1.00425  -4.94648  -6.15905  -0.53
Cl  3.60177  -0.51751  2.43478  0.76
C  3.73644  0.89990  -0.25893  -0.10
H  0.68267  -1.27063  4.59239  0.12
H  3.92797  -5.64576  -8.10462  0.09
H  0.53678  -3.69724  2.40907  0.08
H  -0.92907  -4.89591  -7.02485  0.10
H  -6.43704  0.82666  4.72511  0.12
C  3.02741  -6.22434  -8.32785  -0.06
S  0.35189  4.36308  1.14339  0.91
C  -6.67150  1.86964  4.95205  -0.22
H  8.44782  0.32396  -0.61790  0.06
H  8.43899  0.84006  -3.01167  0.08
H  7.09564  1.09895  -4.09308  0.10
H  9.94394  -0.49183  -0.13173  0.09
H  3.02261  2.33739  2.71254  0.09
H  9.60373  -0.81344  -2.60959  0.12
H  -0.79597  -3.77244  4.03527  0.04
H  -8.38717  3.18671  4.76883  0.08
H  3.29410  -2.91198  1.08139  0.05
C  1.51705  -1.71865  0.13927  -0.24
H  -5.11704  1.81070  -1.06424  0.11
H  -6.36535  0.54116  -1.57339  0.12
O  2.12320  -5.68845  -6.13226  -0.02
H  -3.10735  -1.40270  -2.21831  0.11
C  2.31058  2.08373  5.15706  -0.09
H  -1.67334  1.06930  -2.68651  0.12
C  8.94089  -0.64696  -0.53524  -0.06
H  1.52217  -7.36557  -7.23174  0.12
C  7.36724  0.68895  -3.11853  0.02
H  1.57199  2.94861  5.04760  0.11
C  0.89897  6.13920  1.20734  -0.49
C  2.69916  -2.78007  0.11365  -0.61
C  0.74175  -1.57701  1.57563  -0.24
H  -3.89027  -0.31635  0.27948  0.11
C  0.48395  -0.22364  -1.48350  -0.13
H  -5.51031  5.35354  6.02375  0.09
H  -6.97201  5.27160  5.01011  0.10
C  -9.99898  0.76672  1.40656  -0.42
C  2.10189  1.67381  2.81876  -0.18
H  4.09793  -1.79126  -1.50863  0.05
N  2.35956  7.86174  0.96662  0.01
C  5.06205  -3.59945  -0.56866  -0.18
H  0.31807  2.05742  -0.01998  0.11
C  -8.11207  2.14830  4.57420  -0.05
C  2.17623  0.77593  0.22838  -0.25
H  3.13137  -7.40507  -6.54734  0.13
H  -4.95983  -1.35325  -0.79072  0.12
H  4.82900  -4.67436  -0.27166  0.06
H  -8.10237  2.24441  1.10394  0.12
H  -6.64172  4.04783  6.26171  0.07
O  4.83048  3.05073  -0.37891  -0.04
C  1.11915  8.29903  1.51044  -0.09
H  -0.39945  -1.66578  1.39429  0.16
C  -3.39870  -0.30767  -1.98678  -0.20
C  -6.31658  0.95819  0.61304  -0.16
O  0.90090  -0.27896  2.19855  -0.12
N  1.66902  -0.42400  -0.59205  -0.01
O  -5.76834  2.66340  4.16637  -0.01
H  1.10389  2.23326  2.79031  0.12
C  6.94808  -0.75404  -3.07467  -0.53
H  0.98695  9.39606  1.78488  0.14
O  0.14063  7.26581  1.67351  -0.02
C  2.41056  -6.75600  -7.05025  -0.22
Br  5.79048  2.05036  1.94999  0.73
H  3.29408  -7.04560  -8.99688  0.09
C  9.00744  -1.35632  -1.87260  -0.22
C  -6.19398  4.68273  5.50024  0.01
H  -1.35494  -1.24520  -0.71070  0.12
H  6.83988  1.23948  -2.33616  0.09
H  -11.89563  -0.27674  2.18834  0.10
H  4.28339  -0.11700  -0.20625  0.11
C  4.67036  2.00436  0.31862  -0.70
H  -10.34999  -0.81274  3.05618  0.08
C  1.45654  2.12439  -0.22449  -0.15
N  2.20558  6.52053  0.77287  -0.03
H  1.67266  2.21928  -1.35850  0.14
H  2.10044  1.60678  6.18192  0.11
O  -4.53279  4.47139  3.83398  0.09
C  2.10845  0.40791  1.78503  -0.51
H  2.39310  -0.60011  -1.33091  0.16
H  -8.78929  1.50039  5.13570  0.09
H  0.47497  -1.12810  -2.21611  0.16
C  -10.87600  0.09106  2.58518  -0.01
H  -8.18768  1.57769  -0.59926  0.13
O  7.69032  -1.63064  -2.37752  -0.01
H  -6.19735  0.04563  1.31040  0.12
H  3.65128  1.10770  -1.39764  0.16
H  0.57264  0.62681  -2.26212  0.15
H  0.70687  -2.30389  -0.45399  0.11
C  0.10255  -5.02291  -7.35841  0.01
C  -0.97090  -0.16542  -0.85369  -0.18
H  -0.88905  0.26542  0.21293  0.12
H  0.35920  -4.21855  -8.05081  0.10
I  1.78883  -4.81622  -0.12057  0.84
O  -10.56005  1.74031  0.82679  0.03
I  2.97213  -3.91248  -2.81275  0.83
C  0.35095  -2.21565  4.04096  -0.18
O  0.76850  -4.17195  -5.25636  0.01
H  -6.48169  2.00212  6.01987  0.12
H  -3.94272  0.11395  -2.91098  0.12
H  -5.86414  1.84426  1.20190  0.12
C  -4.40338  -0.34125  -0.73922  -0.22

Forces on atoms 1 to 3 (eV/Å):
C -0.77 0.45 0.73
H -0.28 -0.82 -1.49
H -0.97 -0.39 -1.11

The value obtained for the total energy is -181644.347 eV. As for the net charge: +1. As for the spin multiplicity: 1.